Entry 1:
16
Properties=species:S:1:pos:R:3 method="wB97M-V/def2-TZVPD" gap_ev=9.725 e_tot_ha=-649.6382 de_lowest_kj_mol=141.0 smiles="CP(C)C.O=C=O"
C -0.6520 0.5498 -1.5411
P 0.0966 0.5263 0.1827
C 0.0409 -1.3073 0.3940
C -1.3562 1.0668 1.1809
H -1.5078 -0.1780 -1.6675
H 0.2635 0.2880 -2.0710
H -0.8356 1.5885 -1.8018
H -0.6756 -1.7569 -0.2642
H -0.2946 -1.7277 1.4456
H 1.0884 -1.8037 0.0603
H -1.1969 0.6340 2.2072
H -2.4044 0.7050 0.9709
H -1.2511 2.0980 1.1977
O 3.0608 -0.6612 0.9608
C 2.8626 -0.2215 -0.0979
O 2.7615 0.2000 -1.1567



Entry 2:
16
Properties=species:S:1:pos:R:3 method="wB97M-V/def2-TZVPD" gap_ev=9.074 e_tot_ha=-649.5832 de_lowest_kj_mol=285.3
C -0.3501 -0.7610 -0.3936
C 0.0621 0.4570 -0.0149
C 0.3504 -2.0059 -0.2129
C -0.7866 1.6372 -0.3327
O -0.8814 0.1316 2.7733
O 1.4872 -0.6417 2.1096
P 0.3561 0.3057 2.0646
H -1.4011 -0.8513 -0.5176
H 1.1348 0.8064 -0.0929
H 1.3026 -1.8497 0.1003
H 0.3522 -2.6705 -1.1699
H -0.2314 -2.6507 0.3765
H -0.1828 2.3556 -0.7721
H -0.8644 1.9382 0.6834
H -1.5991 1.5523 -0.9819
H 0.9735 1.5548 2.1935



Entry 3:
16
Properties=species:S:1:pos:R:3 method="wB97M-V/def2-TZVPD" gap_ev=10.975 e_tot_ha=-649.6256 de_lowest_kj_mol=174.0 smiles="C=C[P@@](C)(=O)OC"
C 2.4922 -0.4240 -0.2850
C 1.5315 -0.0577 0.5212
P -0.1947 0.3261 -0.2118
C -0.4741 1.9829 0.3305
O -0.2407 0.0814 -1.6677
O -1.3365 -0.4552 0.5107
C -1.8984 -1.6084 -0.0056
H 3.4754 -0.6892 0.0506
H 2.5356 -0.3098 -1.3931
H 1.5182 -0.1430 1.5912
H -1.2715 2.4329 -0.3864
H -0.4963 2.1852 1.3329
H 0.5154 2.3669 0.1798
H -3.0865 -1.4313 0.0892
H -1.5755 -2.6297 0.3939
H -1.4940 -1.6270 -1.0502



Entry 4:
16
Properties=species:S:1:pos:R:3 method="wB97M-V/def2-TZVPD" gap_ev=7.043 e_tot_ha=-706.4935 de_lowest_kj_mol=143.1 total_charge=-1
C -0.1144 0.1685 1.3011
C 1.3984 -2.0300 2.2751
S 0.9930 -0.3306 2.6320
H -0.6897 -0.6364 0.8880
H -0.8600 0.8508 1.7620
H 0.1471 0.6201 0.3165
H 1.1667 -2.6086 3.2112
H 2.3561 -2.0332 1.8683
H 0.8527 -2.5973 1.5181
C 0.3443 1.1332 -2.8755
C -1.0784 0.6819 -2.3078
O -1.9288 1.5544 -2.2276
O -1.0790 -0.5227 -1.8908
H 0.2012 1.2355 -3.8852
H 0.9843 0.3739 -2.5609
H 0.7170 2.1096 -2.6399



Entry 5:
16
Properties=species:S:1:pos:R:3 method="wB97M-V/def2-TZVPD" gap_ev=8.143 e_tot_ha=-597.7797 de_lowest_kj_mol=121.5 total_charge=-1
C 2.0405 0.5883 0.2605
C -0.2451 1.6770 -0.3958
C 0.3358 -0.8389 -1.2706
C 0.5395 0.3750 -0.0107
O 2.4060 0.0385 1.3597
O 2.6786 1.3233 -0.5250
Si 0.2020 -0.7495 1.6615
H -1.2434 1.5065 -0.7394
H 0.2143 2.0191 -1.2925
H -0.3602 2.4025 0.5306
H 0.5353 -1.7762 -0.8252
H 0.8135 -0.5226 -2.0941
H -0.7589 -0.9220 -1.6794
H -1.2747 -1.1142 1.6376
H 0.1614 -0.0024 3.1463
H 0.9847 -2.0655 1.5828



Entry 6:
16
Properties=species:S:1:pos:R:3 method="wB97M-V/def2-TZVPD" gap_ev=3.857 e_tot_ha=-383.2280 de_lowest_kj_mol=993.8 total_charge=-1
C -0.3846 0.5578 1.5223
O -1.8214 2.1798 0.1895
C -0.0871 -0.4797 0.7422
C -0.1178 -0.4623 -0.7352
C 0.9838 0.6978 -1.1417
O 1.2313 0.5706 -2.3951
H -0.5135 1.5221 0.9473
H -0.0562 0.7796 2.5263
H -0.0109 -1.4798 -1.0978
H 0.2029 -1.4711 1.1661
H 0.4074 1.6115 -0.8634
H -1.0785 -0.0481 -1.0549
H 1.8108 0.6877 -0.4082
H 0.8986 -3.9792 0.4449
H -2.4993 2.3473 -0.4755
O 1.0345 -3.0341 0.6332



Entry 7:
16
Properties=species:S:1:pos:R:3 method="wB97M-V/def2-TZVPD" gap_ev=7.926 e_tot_ha=-383.5804 de_lowest_kj_mol=68.5 total_charge=-1
C 0.7845 -0.3537 -1.6937
C 0.6894 -0.5770 -3.1961
O 1.6742 -1.2686 -1.1133
H 1.1760 0.6409 -1.4997
H -0.2296 -0.3149 -1.2772
H 0.4697 -1.6491 -3.3016
H 1.4768 -1.2679 -0.1505
H 1.6482 -0.4000 -3.7133
H -0.0946 -0.0688 -3.7527
C -0.7300 1.7870 1.1386
C -0.8411 0.3642 1.7778
O -1.5152 0.3708 2.8194
O -0.3282 -0.5412 1.0612
H -1.7369 2.1530 0.9425
H -0.0251 1.7866 0.3030
H -0.2865 2.4711 1.8927



Entry 8:
16
Properties=species:S:1:pos:R:3 method="wB97M-V/def2-TZVPD" gap_ev=7.682 e_tot_ha=-383.5503 de_lowest_kj_mol=147.7 total_charge=-1
C -1.4795 0.9708 -0.3329
C -1.2930 1.0157 1.2030
C -1.4744 -0.5933 -0.6627
O -0.4453 -1.0468 -1.1905
O -2.5465 -1.1604 -0.3589
H -2.4704 1.3399 -0.5986
H -0.7871 1.5377 -0.9444
H -2.1302 1.4413 1.7766
H -0.4116 1.5734 1.5211
H -1.1131 0.0158 1.5799
C 2.2792 -0.4520 -0.4923
O 2.6820 -1.8804 -0.4601
H 2.7272 -2.1035 0.4676
H 1.3339 -0.4903 0.0412
H 3.1201 0.0719 -0.0383
H 2.0086 -0.2398 -1.5107